i) Entry from the Open Molecules 2025 dataset: 8 unconnected molecules or ions with the total composition C4H20O8 (the ωB97M-V functional and the def2-TZVPD basis).

## Properties
Gap between HOMO and LUMO, eV: 8.381
E_LUMO, eV: 0.399
HOMO, eV: -7.981
Total charge: 0
Molar mass, g/mol: 196.20

Element x y z (Å)
C1 -0.44270 0.68858 3.86944
C2 -0.50536 -0.47695 3.20292
C3 0.56463 -1.10737 2.41459
C4 0.32143 -1.69364 1.25571
O1 1.33263 -2.22974 0.48670
H1 -1.30500 1.26229 4.17090
H2 0.53580 0.94120 4.29205
H3 -1.48023 -0.83360 2.87651
H4 1.59664 -0.90298 2.68369
H5 -0.68077 -1.82318 0.80851
H6 0.96414 -2.16760 -0.48696
O2 2.86967 -0.10631 -0.24856
H7 2.96544 -0.67934 -1.01498
H8 2.70464 -0.71478 0.48687
O3 -1.65185 -2.24168 -2.92092
H9 -2.52758 -2.58576 -2.72917
H10 -1.66528 -1.27983 -2.76881
O4 0.84519 -2.42862 -2.04837
H11 1.60217 -2.75597 -2.52114
H12 -0.10849 -2.45315 -2.27899
O5 -0.79429 1.84152 -1.71439
H13 -0.53661 1.61039 -0.81658
H14 -1.21853 2.70583 -1.66187
O6 -0.59932 2.97948 0.77510
H15 -0.68219 3.79634 1.27412
H16 0.35998 2.76715 0.80644
O7 -3.00616 0.31605 -2.52156
H17 -3.43960 0.76855 -3.25354
H18 -2.21451 0.87065 -2.37202
O8 1.83331 2.27742 0.07057
H19 1.69927 1.61045 -0.60960
H20 2.66353 2.04460 0.49335

Which charges does Mulliken predict for the atoms? In e, they are: C -0.720; C -0.232; C 0.062; C -0.269; O -0.558; H 0.259; H 0.242; H 0.254; H 0.307; H 0.272; H 0.418; O -0.622; H 0.253; H 0.342; O -0.701; H 0.295; H 0.389; O -0.646; H 0.251; H 0.409; O -0.712; H 0.320; H 0.318; O -0.676; H 0.290; H 0.418; O -0.673; H 0.333; H 0.400; O -0.651; H 0.345; H 0.286


ii) Entry from the Open Molecules 2025 dataset: 6 unconnected molecules or ions with the total composition C4H20O8 (the ωB97M-V functional and the def2-TZVPD basis).

## Properties
Gap between HOMO and LUMO, eV: 10.414
E_LUMO, eV: 0.545
HOMO, eV: -9.868
Total charge: 0
Molar mass, g/mol: 196.20

Element x y z (Å)
O1 -2.79950 4.45338 -2.30279
C1 -1.71983 5.38266 -2.47510
C2 -0.43651 4.62236 -2.67128
O2 -0.16473 3.93181 -1.43648
H1 -3.46255 4.51074 -2.99465
H2 -1.80891 5.83605 -3.46232
H3 -1.66434 6.10190 -1.65796
H4 0.27798 5.39851 -2.94552
H5 -0.33759 3.89200 -3.47432
H6 -0.89519 3.32152 -1.31170
O3 -3.27169 -2.08090 -2.64584
C3 -2.57502 -2.70624 -1.59835
C4 -2.68888 -2.30684 -0.08229
O4 -2.44586 -0.89435 0.15282
H7 -3.77933 -2.83287 -2.95960
H8 -2.82468 -3.75583 -1.75371
H9 -1.48962 -2.76799 -1.67711
H10 -2.19842 -2.95632 0.64277
H11 -3.72887 -2.49784 0.18236
H12 -3.01884 -0.43828 -0.46790
O5 6.00833 -1.95490 -0.92843
H13 6.61431 -1.58684 -0.28535
H14 6.51218 -2.63943 -1.36864
O6 2.71344 -2.09565 2.08928
H15 2.29110 -1.31009 1.74181
H16 3.23725 -2.42875 1.36064
O7 6.44065 -3.68016 4.82775
H17 6.90446 -2.86278 4.64611
H18 5.52146 -3.42331 4.90105
O8 -1.66725 -1.11061 5.87004
H19 -1.59531 -0.31013 5.35014
H20 -1.94825 -0.81084 6.73457

Which charges does Mulliken predict for the atoms? In e, they are: O -0.525; C -0.195; C -0.460; O -0.513; H 0.297; H 0.281; H 0.216; H 0.303; H 0.284; H 0.313; O -0.475; C -0.424; C -0.433; O -0.510; H 0.355; H 0.334; H 0.243; H 0.353; H 0.255; H 0.303; O -0.635; H 0.319; H 0.318; O -0.646; H 0.320; H 0.325; O -0.641; H 0.314; H 0.327; O -0.635; H 0.318; H 0.317


Computed energies relative to the best structure, in hartree: i) 0.0000; ii) 0.0595


i) Entry from the Open Molecules 2025 dataset: a molecular structure, C3H6OS3 (the ωB97M-V functional and the def2-TZVPD basis).

## Properties
Gap between HOMO and LUMO (spin up / spin down), eV: 7.380 / 7.383
E_LUMO (spin up / spin down), eV: -1.049 / -1.049
HOMO (spin up / spin down), eV: -8.430 / -8.432
Total charge: 0
Molar mass, g/mol: 154.28

Element x y z (Å)
C1 0.73898 -0.79104 -0.35746
C2 2.05657 0.53867 1.44304
C3 -2.15509 0.59668 -0.82919
O1 -1.04844 -2.46805 -1.15647
S1 0.37365 -2.14947 -1.27083
S2 2.21790 0.01212 -0.33733
S3 -1.18768 0.15277 0.61683
H1 0.99726 0.60412 1.52227
H2 2.70516 1.37196 1.62306
H3 2.40669 -0.33855 1.84680
H4 -1.80965 0.12305 -1.72744
H5 -2.08563 1.77861 -0.91172
H6 -3.20972 0.56915 -0.46159

Which charges does Mulliken predict for the atoms? In e, they are: C -0.059; C -0.505; C -0.713; O -0.485; S 0.364; S -0.024; S -0.059; H -0.003; H 0.333; H 0.333; H 0.292; H 0.260; H 0.267


ii) Entry from the Open Molecules 2025 dataset: 2 unconnected molecules or ions with the total composition C3H6OS3 (the ωB97M-V functional and the def2-TZVPD basis).

## Properties
Gap between HOMO and LUMO, eV: 6.949
E_LUMO, eV: -1.497
HOMO, eV: -8.446
Total charge: 0
Molar mass, g/mol: 154.28

Element x y z (Å)
C1 1.33392 -0.05233 -0.56555
C2 -0.05587 2.20270 0.17669
C3 -1.46670 -1.57356 0.42857
O1 2.32416 -2.42552 -0.75818
S1 2.65330 -1.03902 -0.42047
S2 1.48651 1.62335 -0.62745
S3 -0.98785 -0.80421 -1.14845
H1 0.02420 1.99822 1.21733
H2 -0.90718 1.94088 -0.48017
H3 0.24437 3.28637 0.16858
H4 -1.06537 -2.67117 0.29142
H5 -2.50742 -1.54284 0.46303
H6 -1.07607 -0.94288 1.25464

Which charges does Mulliken predict for the atoms? In e, they are: C -0.009; C -0.851; C -0.659; O -0.487; S 0.336; S 0.010; S -0.097; H 0.315; H 0.311; H 0.329; H 0.239; H 0.351; H 0.212


Computed energies relative to the best structure, in hartree: i) 0.0000; ii) 0.0085


i) Entry from the Open Molecules 2025 dataset: 2 unconnected molecules or ions with the total composition C3H13N4 (the ωB97M-V functional and the def2-TZVPD basis).

## Properties
Gap between HOMO and LUMO, eV: 7.870
E_LUMO, eV: -3.954
HOMO, eV: -11.824
Total charge: +1
Molar mass, g/mol: 105.16

Element x y z (Å)
C1 0.79138 0.59179 0.18579
N1 0.96225 0.12206 -1.17503
C2 1.78939 1.70119 0.46740
N2 1.64965 2.13939 1.91760
H1 0.97253 -0.19663 0.92278
H2 -0.23168 0.94030 0.40554
H3 0.68155 -0.84546 -1.24181
H4 0.35861 0.64569 -1.78911
H5 1.71837 2.61018 -0.12663
H6 2.80364 1.32159 0.34200
H7 2.38457 2.81079 2.14495
H8 0.75470 2.59074 2.08025
H9 1.72833 1.34418 2.55404
N3 -2.51296 -2.22445 0.09604
C3 -2.47829 -2.14810 -1.26986
N4 -1.83233 -3.00882 -1.95787
H10 -2.68823 -1.38825 0.62247
H11 -1.85724 -2.87839 0.49095
H12 -3.07149 -1.35418 -1.72465
H13 -1.92275 -2.77363 -2.94485

Which charges does Mulliken predict for the atoms? In e, they are: C -0.492; N -0.600; C -0.550; N -0.322; H 0.406; H 0.315; H 0.265; H 0.240; H 0.336; H 0.330; H 0.362; H 0.349; H 0.349; N -0.472; C 0.036; N -0.667; H 0.218; H 0.276; H 0.375; H 0.246


ii) Entry from the Open Molecules 2025 dataset: 3 unconnected molecules or ions with the total composition C3H13N4 (the ωB97M-V functional and the def2-TZVPD basis).

## Properties
Gap between HOMO and LUMO, eV: 8.842
E_LUMO, eV: -2.527
HOMO, eV: -11.369
Total charge: +1
Molar mass, g/mol: 105.16

Element x y z (Å)
C1 2.92985 1.08757 -1.05384
C2 -0.74372 -0.74657 -0.09220
C3 2.63659 0.03626 0.12353
N1 -1.37379 0.13766 0.62283
N2 -1.29503 -1.37936 -1.06239
N3 3.66233 -0.73944 0.55209
N4 -3.99442 0.66238 0.99407
H1 3.95957 1.39868 -1.13345
H2 2.64649 0.50286 -1.91907
H3 2.30380 2.01009 -1.02972
H4 0.42210 -0.93008 0.11327
H5 -0.81012 0.70746 1.20207
H6 -2.46897 0.37995 0.64056
H7 -2.19305 -1.22101 -1.40329
H8 -0.85423 -2.18564 -1.44488
H9 4.69289 -0.61877 0.40300
H10 3.47914 -1.44405 1.24217
H11 -4.72324 0.06537 0.70820
H12 -4.14996 0.65262 1.92345
H13 -4.12621 1.62400 0.61363

Which charges does Mulliken predict for the atoms? In e, they are: C -0.845; C 0.465; C -0.144; N -0.289; N -0.292; N -0.312; N -0.875; H 0.360; H 0.234; H 0.266; H 0.094; H 0.239; H 0.400; H 0.203; H 0.241; H 0.212; H 0.254; H 0.251; H 0.244; H 0.294


Computed energies relative to the best structure, in hartree: i) 0.0000; ii) 0.0318


i) Entry from the Open Molecules 2025 dataset: 2 unconnected molecules or ions with the total composition C2H3N3OS (the ωB97M-V functional and the def2-TZVPD basis).

## Properties
Gap between HOMO and LUMO, eV: 7.534
E_LUMO, eV: -0.891
HOMO, eV: -8.426
Total charge: 0
Molar mass, g/mol: 117.13

Element x y z (Å)
H1 0.08347 -1.64853 1.46537
N1 -0.90342 -1.55246 1.24496
N2 -1.16438 -0.64890 0.44112
N3 -2.12529 -0.02407 0.19573
S1 -3.25609 0.49759 -0.70736
C1 1.54758 0.16959 -0.65846
C2 1.28122 1.41271 -0.51582
O1 0.78692 2.39232 -0.10054
H2 1.45084 -0.57646 -1.50682
H3 2.29916 -0.02181 0.14182

Which charges does Mulliken predict for the atoms? In e, they are: H 0.250; N -0.628; N 0.609; N -0.115; S -0.111; C -0.892; C 0.754; O -0.388; H 0.290; H 0.233


ii) Entry from the Open Molecules 2025 dataset: C2H3N3OS in the gas phase (the ωB97M-V functional and the def2-TZVPD basis).

## Properties
Gap between HOMO and LUMO, eV: 8.983
E_LUMO, eV: 0.339
HOMO, eV: -8.643
Total charge: 0
Molar mass, g/mol: 117.13

Element x y z (Å)
O1 1.43343 1.78894 -0.65416
C1 0.64285 0.91924 -0.38611
N1 1.04915 -0.18438 0.37937
N2 0.35285 -1.21099 0.96032
C2 -0.89760 -1.39341 0.62494
S1 -1.82226 -0.30846 -0.57481
N3 -0.65676 0.99927 -0.68046
H1 2.06899 -0.05998 0.64314
H2 -1.48738 -2.19888 1.18495
H3 -0.68327 1.64866 -1.49718

Which charges does Mulliken predict for the atoms? In e, they are: O -0.603; C 0.573; N 0.155; N -0.692; C -0.067; S -0.020; N -0.275; H 0.282; H 0.351; H 0.297


Computed energies relative to the best structure, in hartree: i) 0.1460; ii) 0.0000